(1)
{"formula": "C9H16N", "method": "ωB97M-V with the def2-TZVPD basis set", "species": ["C", "H", "H", "H", "C", "C", "H", "H", "H", "C", "H", "H", "H", "H", "C", "H", "C", "H", "H", "C", "H", "H", "H", "C", "C", "N"], "coordinates": [[3.13286, -0.24193, 0.60082], [1.84294, -0.25760, 2.35102], [1.43427, 1.93210, 0.01590], [-0.98934, -0.76921, -0.12894], [-3.39309, -0.40477, 0.30998], [3.25331, 0.16371, -0.70132], [-2.71767, 0.91364, 2.02262], [-2.90239, 0.41021, -1.62247], [3.39347, -0.96757, 2.54511], [-1.14553, 0.20899, -0.51409], [-4.44456, -0.17026, 0.11324], [3.83095, -1.56275, -2.10163], [-2.82125, 1.59070, -0.30886], [-3.09478, -1.41263, 0.11739], [-2.63882, 0.56151, -0.54237], [3.91025, 0.99444, -1.05291], [0.99050, 1.30976, -0.86003], [-2.40072, -0.69946, 2.28459], [-3.97436, -0.03218, 2.45230], [2.90614, -0.93461, -1.85486], [2.28025, -1.67728, -1.45211], [2.52862, -0.36448, -2.68994], [1.52697, 1.16596, -1.84023], [-3.08034, -0.08660, 1.77246], [2.72346, -0.58421, 1.78826], [-0.15117, 0.91449, -0.70393]], "forces_ev_per_a": [[-0.743, 1.510, -2.606], [-0.276, 0.173, -0.986], [-0.569, -1.073, -1.851], [0.593, -1.027, 0.144], [-0.317, 1.596, 1.420], [0.815, -3.245, 0.906], [0.298, 0.331, -0.908], [0.018, 0.228, 0.618], [0.475, -0.709, -0.394], [-2.437, 0.453, 0.943], [0.098, -0.759, 0.032], [-1.000, 1.414, -0.060], [0.005, 0.580, 0.178], [-0.360, -0.738, -0.476], [1.698, -0.675, -2.631], [-0.811, -0.461, 0.732], [3.639, 2.595, 0.430], [0.989, -1.375, 0.330], [0.423, -0.710, -0.858], [2.955, 1.216, 1.553], [-1.443, -0.574, 0.352], [-0.121, -0.470, -0.565], [-0.850, 0.564, 1.138], [-2.003, 1.425, 1.661], [0.565, 0.648, 1.059], [-1.642, -0.915, -0.164]], "homo_lumo_gap_ev": 8.8, "homo_energy_ev": -13.0, "energy_ev": -11071.2009, "charge": 1, "relative_energy_kj_mol": 500.0}

(2)
{"formula": "C9H16N", "method": "ωB97M-V with the def2-TZVPD basis set", "species": ["H", "H", "H", "H", "H", "C", "H", "C", "C", "H", "H", "H", "C", "H", "H", "C", "H", "N", "C", "C", "H", "H", "H", "H", "C", "C"], "coordinates": [[-1.94491, 1.79372, 0.39704], [0.58214, -1.82340, -0.93790], [-0.31439, 2.27825, 1.06197], [0.55071, 2.40634, -0.67302], [-1.14429, -2.45533, 0.64013], [-2.94305, 0.04599, -0.46210], [-4.34069, 1.55746, -1.23929], [-3.72812, 0.90312, -0.73748], [2.17479, -1.29036, 0.38258], [1.72938, -0.91310, -1.66423], [2.66454, -0.38034, 0.83469], [1.63054, 1.57040, 0.32832], [0.32450, 0.15212, -0.66764], [-0.17281, 0.33151, -1.61525], [3.01973, -1.79931, 0.03423], [-2.05519, -0.78223, 0.13842], [1.81992, 1.49308, -1.40958], [-1.05368, 1.49364, 1.00936], [-0.58124, 0.06012, 0.58336], [1.14734, 1.50613, -0.58199], [-1.39274, 1.47075, 1.94054], [-2.68328, -2.80632, -0.24760], [-0.17457, -0.54416, 1.26684], [1.71266, -1.95305, 1.07291], [-2.04683, -2.10272, 0.17560], [1.23488, -1.05066, -0.78832]], "forces_ev_per_a": [[2.130, -0.849, 0.995], [-1.339, -2.579, -0.310], [-1.220, -1.759, -0.742], [-0.339, 0.066, -0.380], [0.085, -0.837, 0.236], [-1.399, 1.017, -0.087], [-1.221, 1.161, -0.589], [0.417, -0.090, -0.300], [0.153, 1.439, -0.157], [1.744, 0.266, -2.595], [-1.090, -0.733, -0.185], [1.567, 0.134, 1.838], [0.594, 2.778, 0.809], [-0.936, -0.622, 0.077], [1.250, -1.086, -0.644], [3.970, 0.094, 0.935], [0.766, 0.179, -0.365], [0.039, 0.567, -1.028], [-4.810, 1.593, -5.228], [-1.502, -1.336, -1.136], [-0.707, -0.332, 1.332], [-1.408, -0.731, -0.599], [1.617, -1.335, 3.459], [-0.256, -0.188, 1.143], [2.193, 1.116, 1.046], [-0.297, 2.068, 2.476]], "homo_lumo_gap_ev": 10.1, "homo_energy_ev": -13.4, "energy_ev": -11071.8552, "charge": 1, "relative_energy_kj_mol": 436.8}

(3)
{"formula": "C9H16N10OS3Tb", "method": "ωB97M-V with the def2-TZVPD basis set", "species": ["H", "S", "N", "N", "C", "O", "C", "H", "H", "H", "H", "C", "H", "N", "N", "S", "C", "H", "H", "H", "C", "H", "S", "N", "Tb", "H", "N", "C", "N", "N", "C", "C", "H", "H", "N", "C", "H", "H", "H", "N"], "coordinates": [[0.99432, 0.21887, 5.83953], [1.27998, 0.70013, 1.34876], [4.29873, -2.01483, -2.62389], [1.65765, -0.00063, 3.86972], [1.17950, -0.57940, 5.11929], [-0.30030, 1.08806, -1.79743], [3.09069, -2.17631, -2.15919], [-2.75377, 2.88069, -0.27480], [-1.76116, 0.05776, 0.46005], [-3.42329, 2.53603, -2.45285], [-1.69281, 4.31367, -2.06239], [-2.57265, 2.61404, -3.12944], [-2.27081, 1.61542, -3.44270], [3.60754, -0.12403, -1.80554], [2.59724, -1.02886, -1.63815], [-0.57660, 2.46524, -1.17173], [-1.96327, 2.17997, -0.00594], [-0.90205, -1.12398, 5.48630], [-1.57328, 2.46265, 0.97082], [2.44583, -3.95244, -2.93527], [0.99962, -3.10903, -1.73702], [-3.37799, 0.70214, 0.59886], [-0.61549, -0.85396, 3.11464], [0.61403, -3.11646, -0.45099], [0.52701, -0.71024, -0.91965], [-0.61227, 3.55159, -3.22258], [2.31170, -3.33833, -2.14485], [-1.40849, 3.35481, -2.50293], [4.57760, -0.71397, -2.38096], [-0.98821, -2.35350, -1.69458], [-0.10068, -1.36111, 4.79229], [-2.47521, 0.74997, -0.00917], [-2.90260, 3.15817, -4.01267], [1.94599, -1.24062, 5.52103], [0.01782, -2.61629, -2.51476], [0.86594, -0.02397, 2.82089], [2.54613, 0.47827, 3.81392], [-2.72077, 0.38997, -1.00748], [0.06437, -2.43516, 4.79527], [-0.62998, -2.64433, -0.45444]], "forces_ev_per_a": [[-0.015, -0.022, -0.028], [0.075, 0.271, 0.075], [-0.256, -0.471, 0.010], [-0.055, 0.089, -0.167], [0.023, -0.003, 0.126], [-0.108, 0.305, -0.101], [-0.028, 0.123, 0.049], [0.044, 0.020, -0.011], [-0.121, 0.120, -0.069], [0.004, -0.015, -0.004], [0.012, 0.002, 0.022], [-0.001, -0.078, 0.016], [-0.027, 0.007, -0.021], [-0.123, 0.267, 0.106], [0.274, -0.557, -0.341], [-0.384, 0.468, -0.054], [0.018, 0.093, -0.072], [0.003, -0.026, -0.005], [0.018, -0.006, -0.002], [-0.021, 0.007, -0.013], [0.054, -0.233, -0.079], [-0.001, -0.012, 0.011], [0.047, 0.027, 0.059], [0.282, -0.610, 0.130], [1.142, 2.180, 0.620], [0.030, -0.028, 0.020], [0.087, -0.076, -0.061], [0.043, 0.023, 0.096], [0.107, 0.270, 0.035], [-0.693, -0.508, -0.432], [-0.056, -0.032, -0.004], [0.081, -0.114, 0.002], [-0.007, 0.004, -0.005], [-0.027, 0.034, 0.037], [0.096, -0.337, -0.416], [0.012, -0.236, 0.028], [0.030, -0.029, -0.024], [0.007, 0.011, 0.026], [0.002, 0.003, -0.048], [-0.568, -0.930, 0.490]], "spin_multiplicity": 7, "homo_lumo_gap_ev": [7.6, 8.3], "homo_energy_ev": [-11.6, -11.6], "energy_ev": -81473.1862, "charge": 1, "relative_energy_kj_mol": 134.5}

(4)
{"formula": "C9H16N2O2", "method": "ωB97M-V with the def2-TZVPD basis set", "species": ["C", "C", "H", "H", "H", "H", "C", "C", "C", "H", "O", "C", "H", "N", "H", "H", "C", "C", "H", "N", "H", "H", "H", "H", "H", "H", "H", "O", "C"], "coordinates": [[-1.67497, -0.90107, -0.90385], [2.06081, -0.73112, -0.65293], [4.96031, 1.40497, 0.59014], [-0.42433, -0.90397, 1.20479], [-0.44518, 0.87337, 0.85377], [-1.60785, 1.61626, -0.94206], [-2.24344, -0.08142, 0.17167], [4.34737, -0.60585, 0.16730], [-2.41691, 1.31957, -0.52289], [-0.44496, -0.76802, -1.01359], [2.77930, 2.64045, 0.07934], [2.91466, 1.43022, -0.02659], [-3.84407, 0.08317, 1.66259], [4.19274, 0.82808, 0.08533], [-1.83542, 0.43023, 2.12066], [-3.02250, 1.08003, -1.37439], [1.78558, 0.57867, -0.48898], [-1.17766, 0.09351, 1.20811], [-3.52622, -1.59948, 1.17105], [3.31350, -1.30218, -0.38122], [-2.88026, 2.08363, 0.08490], [-2.09675, -0.57973, -1.99232], [1.48223, -1.47539, -0.99731], [0.84301, 1.04511, -0.69566], [-1.84861, -2.07704, -0.71423], [3.42195, -2.37672, -0.17711], [-4.42017, -0.44204, 0.07921], [5.35027, -1.11764, 0.68716], [-3.54245, -0.54561, 0.71710]], "forces_ev_per_a": [[2.165, -3.020, -3.832], [2.462, 1.921, 1.159], [-1.895, -1.427, -1.279], [-2.388, 2.370, 1.082], [-0.993, -0.531, 0.858], [5.821, 2.123, -2.199], [0.699, 2.461, -1.100], [2.355, 1.390, 1.351], [-5.553, -2.883, 2.550], [-3.450, -0.245, 0.303], [0.327, -0.899, 0.412], [-0.101, 1.379, -1.013], [0.663, -0.819, -1.685], [0.483, -0.644, 1.440], [2.416, -0.828, -0.852], [-1.063, 0.374, -0.395], [1.863, -1.230, 0.324], [1.353, -0.932, 1.329], [0.160, 1.222, -0.969], [0.201, -2.301, 0.839], [-0.047, 0.163, 0.239], [0.863, -1.234, 2.464], [-2.700, -2.008, -1.209], [-0.025, 0.027, -0.135], [0.406, 2.572, -0.608], [-0.535, 2.971, -0.773], [0.278, -0.212, -0.403], [-2.050, 0.835, -1.252], [-1.712, -0.595, 3.354]], "homo_lumo_gap_ev": 10.1, "homo_energy_ev": -9.8, "energy_ev": -16665.8231, "charge": 0, "relative_energy_kj_mol": 336.2}

(5)
{"formula": "C9H16N2O5", "method": "ωB97M-V with the def2-TZVPD basis set", "species": ["H", "C", "O", "O", "H", "H", "C", "H", "N", "N", "C", "C", "H", "C", "C", "H", "H", "H", "H", "H", "H", "H", "O", "H", "O", "O", "H", "C", "H", "C", "C", "H"], "coordinates": [[3.38212, 0.73409, 2.48694], [3.59125, 1.86147, -0.05924], [0.40378, -1.76273, 1.00124], [1.15987, -1.34512, -1.78015], [1.80890, 2.13179, 0.92274], [3.28464, -0.65239, 1.34450], [-1.83387, -1.15536, 0.34683], [-3.33006, -1.17323, -1.18733], [0.14990, 0.26710, 0.05871], [-2.46317, -1.07359, 1.49514], [2.40478, 1.28318, 0.57375], [-3.35796, 0.81987, -0.47712], [-0.48466, 1.03602, 0.05346], [1.40202, 0.63804, -0.54695], [-2.55740, -0.45787, -0.85252], [1.65794, -2.20074, -1.64337], [-2.71981, 2.80222, -0.19779], [3.36029, 2.53968, -0.90402], [4.30506, 2.43426, 0.63852], [-1.89463, -0.14343, -1.69475], [4.12051, 1.08066, -0.49044], [-2.23914, -0.11994, 1.80821], [-2.49587, 1.85860, -0.17527], [-1.99548, -1.64173, 2.18904], [-4.53784, 0.91472, -0.22654], [3.09788, -1.05000, -0.81309], [1.97036, -0.11169, 2.23809], [2.00915, -0.59789, -1.02752], [-1.91989, -2.19375, 0.00796], [-0.33421, -0.86944, 0.50875], [2.78522, 0.28127, 1.68297], [1.21018, 1.38024, -1.39184]], "forces_ev_per_a": [[0.229, 0.252, -0.566], [1.572, 2.565, -0.172], [-1.553, 1.500, -1.015], [0.808, -1.087, 0.549], [-0.161, -0.274, 0.655], [-0.024, 1.083, -0.083], [2.693, -1.228, -5.961], [0.440, 0.466, -0.063], [-0.468, 2.824, -0.788], [-2.675, 2.080, 5.721], [-1.984, -0.521, -0.227], [-1.044, 0.305, 1.790], [-0.820, 0.255, -0.360], [1.539, 1.572, 2.165], [-1.004, 1.335, -0.299], [-1.050, 0.531, -0.927], [-1.042, -0.668, 0.053], [-0.106, -0.061, 0.468], [-1.247, -0.905, -0.811], [-0.271, -0.710, 0.699], [1.483, -1.406, -0.752], [-0.913, -0.173, 0.660], [1.564, -0.363, -0.540], [-0.137, -0.402, 0.119], [1.369, -0.320, -1.079], [0.535, 0.438, 0.144], [-1.326, -0.140, 0.199], [0.258, -1.763, -1.560], [0.795, -0.110, 0.007], [1.796, -3.798, 0.605], [0.467, -0.278, 0.313], [0.276, -1.000, 1.059]], "homo_lumo_gap_ev": 9.6, "homo_energy_ev": -9.5, "energy_ev": -22809.3856, "charge": 0, "relative_energy_kj_mol": 233.6}

(6)
{"formula": "C9H16N2OOsSe3Te", "method": "ωB97M-V with the def2-TZVPD basis set", "species": ["H", "H", "O", "H", "H", "Se", "H", "H", "H", "N", "C", "H", "H", "H", "N", "H", "H", "Se", "C", "Te", "C", "C", "C", "H", "Se", "C", "C", "H", "H", "Os", "C", "H", "C"], "coordinates": [[2.17900, 0.64069, 1.46238], [2.58328, -2.20060, 2.57398], [0.54975, -0.66723, 1.44569], [-1.98737, -0.95041, 0.74179], [-3.08175, 2.37870, -2.15763], [-0.30889, -3.40293, -1.26967], [-1.95183, -1.59052, 2.39018], [0.83384, 3.74566, -1.00239], [-0.58675, 1.06953, 1.67759], [-0.39992, 0.61212, -1.18380], [0.11450, 2.95725, -1.16793], [3.84022, -1.03208, 2.13373], [1.67774, 0.00020, 3.02924], [-2.15945, -1.08960, -2.01031], [-2.50173, -0.15847, -1.83997], [1.47300, 1.39865, -0.68569], [2.89767, -1.80493, 0.87870], [1.15606, -4.59402, -2.55760], [-1.20654, 3.22469, -1.58309], [3.13483, -3.08622, -2.87073], [-1.87042, -0.68024, 1.79865], [-2.07296, 2.19854, -1.81070], [0.47198, 1.66525, -0.99315], [-0.35643, 0.08099, 3.12724], [2.47072, -0.96540, -1.96346], [2.84177, -1.39558, 1.88788], [1.86515, -0.25996, 1.98999], [-2.71319, -0.02955, 2.03296], [-3.40532, 0.04813, -2.23358], [0.28028, -1.27612, -0.54338], [-0.58366, 0.04956, 2.06444], [-1.53093, 4.24478, -1.74281], [-1.65265, 0.86913, -1.61852]], "forces_ev_per_a": [[0.002, -0.017, -0.089], [0.004, 0.017, 0.009], [-0.012, 0.227, 0.130], [-0.008, 0.065, -0.032], [0.015, 0.005, 0.016], [-0.274, 0.496, 0.453], [0.019, 0.010, -0.003], [-0.030, 0.008, -0.015], [0.052, -0.005, -0.079], [0.428, 0.156, 0.163], [-0.156, 0.127, -0.046], [-0.038, 0.000, 0.062], [0.039, 0.025, 0.017], [0.058, -0.037, -0.034], [-0.043, 0.052, 0.062], [0.022, -0.035, 0.006], [-0.007, 0.044, -0.084], [0.383, -0.093, -0.246], [0.079, 0.160, 0.004], [0.105, -0.458, -0.192], [-0.076, -0.147, -0.068], [-0.074, -0.010, -0.016], [-0.166, -0.360, -0.004], [-0.075, 0.017, 0.040], [-0.359, 0.388, 0.295], [0.040, -0.164, -0.017], [-0.093, -0.006, 0.064], [0.028, -0.013, 0.088], [-0.021, 0.006, -0.009], [0.001, -0.310, -0.520], [0.092, 0.037, 0.108], [0.017, -0.004, 0.011], [0.047, -0.180, -0.072]], "spin_multiplicity": 5, "homo_lumo_gap_ev": [6.0, 6.1], "homo_energy_ev": [-14.6, -15.4], "energy_ev": -220402.9482, "charge": 2}